{
  "formula": "C19H34N11O18P",
  "method": "wB97M-V/def2-TZVPD",
  "symbols": ["C", "C", "O", "N", "C", "C", "O", "C", "C", "C", "C", "C", "N", "C", "C", "P", "N", "O", "O", "N", "C", "H", "H", "H", "H", "H", "H", "H", "H", "H", "H", "H", "H", "H", "C", "N", "O", "O", "H", "H", "H", "C", "N", "O", "O", "H", "H", "H", "C", "N", "O", "O", "H", "H", "H", "C", "N", "O", "O", "H", "H", "H", "C", "N", "O", "O", "H", "H", "H", "C", "N", "O", "O", "H", "H", "H", "C", "N", "O", "O", "H", "H", "H"],
  "xyz": [[-0.76447, 3.28991, 0.57741], [-0.67334, 2.09041, -0.44391], [-1.61676, 1.31767, -0.44545], [0.49369, 1.87682, -1.31270], [0.56790, 2.87009, -2.39500], [-0.66141, 3.59062, -3.04205], [1.67788, 3.17375, -2.77962], [0.37785, 0.50595, -1.81000], [-0.37832, 0.18572, -3.02568], [-0.49946, -1.24481, -3.46864], [0.14252, -2.27314, -2.67088], [0.96563, -1.98938, -1.43848], [1.52196, -3.08534, -0.78441], [2.22790, -2.64795, 0.29387], [2.39126, -1.22795, 0.72933], [3.45821, -0.85688, 2.21712], [4.89829, -0.52493, 1.67111], [3.58939, -2.20299, 3.21807], [2.80502, 0.37326, 3.13834], [1.79922, -0.17842, 0.09528], [1.07334, -0.57709, -1.01743], [-1.63562, 3.09525, 1.27003], [0.14619, 3.35542, 1.22915], [-0.98784, 4.24006, 0.02344], [-1.47172, 3.83287, -2.29816], [-1.12538, 3.03911, -3.89778], [-0.30388, 4.57923, -3.45001], [-0.87523, 0.96590, -3.64940], [-1.08141, -1.52718, -4.38286], [0.02519, -3.34808, -2.98085], [2.74707, -3.43523, 0.91083], [5.57433, -1.20982, 2.03466], [3.64424, -1.91177, 4.15146], [2.07285, -0.03889, 3.64990], [-1.95037, -5.65584, -4.71848], [-2.32782, -4.21992, -4.80847], [-2.04380, -3.62777, -5.83464], [-2.89426, -3.73970, -3.84675], [-1.45600, -5.94566, -5.64168], [-1.27868, -5.76586, -3.86948], [-2.86514, -6.22674, -4.57426], [3.37846, -4.90763, 5.33319], [3.61473, -4.42603, 6.71992], [2.99483, -3.44445, 7.08557], [4.41441, -5.05136, 7.38960], [2.64763, -4.25919, 4.85780], [4.32961, -4.86866, 4.80603], [3.00493, -5.92754, 5.39793], [-5.20548, 3.72888, -2.70316], [-3.93553, 3.65083, -3.46814], [-3.51996, 2.53856, -3.75553], [-3.39993, 4.70873, -3.75384], [-5.56709, 2.72093, -2.52020], [-4.99372, 4.23821, -1.76461], [-5.91567, 4.28945, -3.30489], [5.47509, 2.43816, 3.06263], [5.71787, 2.92567, 4.44643], [5.09551, 3.90541, 4.81538], [6.52538, 2.30604, 5.11414], [4.73793, 3.08094, 2.58903], [6.42187, 2.47960, 2.52863], [5.10679, 1.41684, 3.13373], [5.08453, -7.78689, 8.84928], [5.22264, -8.96319, 7.94964], [5.14097, -10.06745, 8.45317], [5.40793, -8.73288, 6.76887], [4.92456, -8.13982, 9.86454], [6.00503, -7.21147, 8.78137], [4.23227, -7.20808, 8.50326], [-5.48897, 8.07393, -0.91359], [-6.09635, 6.71873, -0.83602], [-5.78088, 6.01472, 0.10643], [-6.86674, 6.41085, -1.72441], [-4.82777, 8.20965, -0.06210], [-4.93332, 8.13085, -1.84745], [-6.30028, 8.79845, -0.89221], [-5.46455, 1.83368, -6.66965], [-6.67035, 2.63403, -6.32411], [-6.56364, 3.45196, -5.42595], [-7.67753, 2.41352, -6.96426], [-4.64613, 2.13529, -6.02101], [-5.71220, 0.78543, -6.51638], [-5.22590, 2.03461, -7.71194]],
  "atomic_forces_ev_per_a": [[0.14, -0.38, -0.15], [-1.53, 0.03, 1.18], [1.30, 0.56, -0.09], [-2.40, -0.36, -0.01], [1.49, 1.22, -0.89], [-0.10, 0.58, 0.57], [-1.23, -0.57, 0.27], [-0.37, -2.00, -2.34], [1.50, -1.62, 1.79], [1.76, -0.02, 2.59], [-0.36, 1.60, -0.35], [-1.76, 0.50, -2.10], [0.95, 3.60, 1.79], [0.12, 0.00, -0.04], [-1.82, -0.44, -0.61], [2.83, 0.21, -0.28], [-1.34, -0.46, 0.61], [-1.35, 1.40, -0.33], [-0.20, -2.48, -0.69], [0.18, -3.04, 0.05], [-0.39, 0.52, -0.82], [0.90, 0.01, -1.04], [-0.62, 0.20, -0.94], [0.56, -0.71, 0.57], [0.78, -0.50, -0.71], [0.51, 0.26, 0.94], [-0.18, -1.17, 0.47], [0.52, -0.72, 0.88], [0.62, 0.39, 1.06], [0.27, 1.27, 0.49], [-0.64, 0.91, -0.74], [-0.24, 0.62, -0.16], [0.00, -0.18, -0.54], [0.20, 0.73, -0.28], [0.14, -0.23, -0.17], [-0.04, 0.07, -0.07], [-0.08, 0.00, 0.31], [0.14, -0.04, -0.27], [-0.06, 0.13, 0.06], [-0.16, 0.00, 0.03], [0.07, 0.08, 0.13], [-0.14, 0.03, -0.27], [-0.06, 0.09, 0.04], [0.24, -0.20, 0.00], [-0.24, 0.23, -0.07], [0.06, -0.03, 0.12], [-0.03, -0.14, 0.09], [0.18, 0.02, 0.01], [-0.22, -0.10, 0.22], [-0.23, -0.01, 0.02], [0.02, 0.49, -0.16], [-0.06, -0.55, -0.01], [0.13, 0.07, -0.07], [-0.01, 0.03, -0.09], [0.12, 0.06, 0.10], [-0.15, 0.06, -0.13], [-0.05, 0.15, -0.09], [0.21, -0.25, 0.12], [-0.22, 0.20, -0.05], [0.06, -0.01, 0.14], [-0.03, -0.16, 0.10], [0.26, 0.10, -0.10], [-0.06, 0.02, 0.33], [0.01, -0.13, 0.06], [0.04, 0.21, -0.27], [-0.07, -0.13, 0.25], [0.04, -0.09, -0.14], [-0.14, 0.05, -0.14], [0.19, 0.05, -0.07], [0.20, 0.20, 0.14], [-0.03, -0.01, 0.08], [-0.10, 0.01, -0.31], [0.18, -0.02, 0.24], [-0.09, -0.11, -0.05], [-0.16, 0.01, -0.01], [0.03, -0.08, -0.14], [0.33, -0.01, 0.09], [-0.04, 0.01, -0.02], [-0.14, -0.16, -0.25], [0.21, 0.14, 0.24], [-0.13, 0.00, -0.01], [-0.05, 0.08, -0.12], [-0.13, -0.10, 0.03]],
  "e_homo_ev": -8.95,
  "gap_ev": 7.9,
  "total_charge": 0,
  "total_energy_ha": -3041.6721,
  "lumo_ev": -1.1
}